[1]
This record from the OMol25 dataset describes a molecular structure, C64H133N9O3. The level of theory is ωB97M-V/def2-TZVPD.

Results
- E_LUMO (eV) = -1.02
- net charge = 0
- DFT total energy (hartree) = -3234.88103
- HOMO-LUMO gap (eV) = 6.297
- ΔE to the lowest compared entry with this formula, charge and spin (kcal per mole) = 961.7

Each line ends with the Löwdin charge.
Geometry (Å):
C (2.88712, -2.99675, 0.34423)  -0.06
C (1.41088, -3.58802, 0.27667)  -0.18
N (1.16467, -4.60308, -0.77250)  -0.17
C (1.79833, -5.88419, -0.58692)  -0.17
C (1.14494, -6.94961, 0.43845)  -0.03
C (-0.23244, -4.68704, -0.90295)  -0.29
C (-0.81863, -5.47304, -2.07669)  -0.03
H (3.08033, -2.64244, -0.66831)  0.10
H (3.63337, -3.67191, 0.76298)  0.06
H (2.74500, -2.11190, 0.96469)  0.06
H (0.99818, -3.90851, 1.23327)  0.09
H (0.77408, -2.73511, 0.04188)  0.06
H (2.21717, -6.35515, -1.47623)  0.11
H (2.68755, -5.61485, -0.01696)  0.09
H (1.62874, -6.73726, 1.39184)  0.02
H (0.07427, -7.12353, 0.33116)  0.03
H (1.23258, -8.01792, 0.24059)  0.07
H (-0.59257, -3.67945, -1.11072)  0.10
H (-0.61908, -5.00915, 0.06393)  0.10
H (-1.02694, -6.49676, -1.76575)  0.07
H (-0.38768, -5.31386, -3.06514)  0.08
H (-1.84647, -5.12280, -2.17152)  0.04
C (-0.71487, 1.78593, -0.82509)  -0.16
C (0.19198, 0.45877, -0.79451)  -0.12
N (0.42388, -0.03785, 0.58143)  -0.20
C (0.99645, 0.96977, 1.52950)  -0.17
C (2.48952, 1.30072, 1.17633)  -0.02
C (-0.82160, -0.60558, 1.13722)  -0.09
C (-1.20137, -2.03537, 0.52585)  -0.13
H (0.00645, 2.60022, -0.75617)  0.01
H (-1.62793, 1.94184, -0.25052)  0.10
H (-1.00924, 1.95325, -1.86117)  0.02
H (-0.13055, -0.27136, -1.53679)  0.11
H (1.17528, 0.73468, -1.17543)  0.10
H (0.37230, 1.84810, 1.69407)  0.06
H (0.95570, 0.54946, 2.53438)  0.08
H (2.86574, 1.92524, 1.98660)  0.08
H (3.23751, 0.51038, 1.11320)  0.00
H (2.54551, 1.95953, 0.30976)  0.11
H (-1.69074, 0.05220, 1.13356)  0.13
H (-0.50366, -0.78447, 2.16436)  0.07
H (-0.33254, -2.69340, 0.54093)  0.00
H (-1.40500, -1.78630, -0.51560)  0.11
H (-2.13537, -2.36680, 0.97960)  0.02
C (-2.95919, 7.74572, -1.85552)  -0.07
C (-2.38478, 6.43441, -1.31246)  -0.24
N (-3.51012, 5.40916, -1.09416)  -0.09
C (-4.07251, 5.14084, 0.28478)  -0.25
C (-4.38456, 6.38574, 1.03193)  -0.11
C (-3.06267, 4.19568, -1.82601)  -0.21
C (-1.93506, 3.36268, -1.28705)  -0.19
H (-3.36100, 7.52486, -2.84439)  0.07
H (-2.22468, 8.55015, -1.89416)  0.07
H (-3.74705, 7.91887, -1.12246)  0.06
H (-1.62043, 6.12824, -2.02671)  0.08
H (-1.85906, 6.71479, -0.39971)  0.04
H (-4.83111, 4.35814, 0.28448)  0.13
H (-3.35678, 4.50839, 0.80998)  0.08
H (-5.25958, 6.96546, 0.73808)  0.09
H (-4.90827, 6.11826, 1.94968)  0.09
H (-3.64803, 7.12316, 1.35108)  0.06
H (-3.00252, 4.45809, -2.88224)  0.07
H (-4.01840, 3.67231, -1.85383)  0.11
H (-2.05949, 2.32380, -1.59258)  0.08
H (-1.87067, 3.36112, -0.19896)  0.08
H (-1.03552, 3.78052, -1.73910)  0.08
C (-3.57284, -1.93131, -3.94923)  -0.08
C (-2.96151, -0.73423, -4.67546)  -0.24
N (-1.49076, -0.73518, -4.61894)  -0.16
C (-0.72702, -1.97486, -4.92310)  -0.22
C (-0.96611, -2.41372, -6.41767)  -0.06
C (-0.93661, 0.47749, -5.11071)  -0.24
C (-1.23024, 1.67424, -4.21862)  -0.11
H (-3.23442, -2.91621, -4.27103)  0.06
H (-4.65513, -1.99241, -4.06335)  0.07
H (-3.31890, -1.74189, -2.90628)  0.06
H (-3.38691, -0.88572, -5.66751)  0.10
H (-3.45003, 0.23915, -4.63091)  0.11
H (-0.87073, -2.70086, -4.12287)  0.09
H (0.33857, -1.77456, -4.81132)  0.08
H (-1.89663, -2.98117, -6.40301)  0.05
H (-0.20667, -3.08997, -6.81015)  0.06
H (-1.15614, -1.65714, -7.17896)  0.07
H (0.13486, 0.44922, -5.30878)  0.09
H (-1.26900, 0.67059, -6.13067)  0.12
H (-0.91601, 1.50906, -3.18805)  0.05
H (-0.64056, 2.52860, -4.55094)  0.08
H (-2.29511, 1.89585, -4.28972)  0.11
C (1.30253, 1.34263, -3.62114)  -0.02
C (0.56191, 2.63581, -3.10277)  -0.30
N (0.92745, 3.81853, -3.84627)  -0.14
C (2.30151, 4.29285, -3.60772)  -0.22
C (2.63538, 5.04153, -2.26204)  -0.06
C (-0.02053, 4.99485, -3.63124)  -0.16
C (-1.45336, 4.69706, -4.25739)  -0.07
H (1.10932, 0.97500, -4.62892)  0.06
H (0.92686, 0.43180, -3.15494)  0.05
H (2.38246, 1.34241, -3.47323)  0.08
H (-0.48679, 2.35232, -3.19192)  -0.05
H (0.93522, 2.69835, -2.08060)  0.11
H (2.96143, 3.46827, -3.87728)  0.11
H (2.62504, 4.94927, -4.41553)  0.10
H (2.11552, 5.98595, -2.10109)  0.09
H (2.32042, 4.31201, -1.51592)  0.03
H (3.70567, 5.16639, -2.42633)  0.09
H (0.36038, 5.88929, -4.12418)  0.12
H (-0.12271, 5.26818, -2.58103)  0.07
H (-2.09716, 5.57573, -4.21788)  0.08
H (-1.97277, 3.85802, -3.79444)  0.02
H (-1.28035, 4.23427, -5.22898)  0.08
C (1.30869, 5.01335, 0.24116)  -0.04
C (0.22042, 3.89969, 0.44965)  -0.25
N (-0.37431, 3.90449, 1.73863)  -0.13
C (0.45249, 3.26092, 2.73248)  -0.25
C (-0.18840, 2.64039, 3.98379)  -0.12
C (-0.98302, 5.10190, 2.33219)  -0.17
C (-1.78438, 6.02720, 1.37233)  -0.11
H (2.17320, 5.04452, 0.90430)  0.08
H (0.89233, 6.02020, 0.27276)  0.07
H (1.85440, 4.91997, -0.69776)  -0.04
H (-0.61811, 4.17432, -0.19029)  0.07
H (0.55106, 2.94630, 0.03757)  0.06
H (1.06131, 2.48103, 2.27510)  0.04
H (1.17156, 4.01394, 3.05498)  0.12
H (-0.86011, 1.82564, 3.71343)  -0.02
H (0.60328, 2.32532, 4.66353)  0.12
H (-0.81654, 3.39449, 4.45799)  0.10
H (-0.28703, 5.76293, 2.84866)  0.12
H (-1.75212, 4.69310, 2.98753)  0.11
H (-1.16516, 6.40316, 0.55789)  0.05
H (-2.56311, 6.64030, 1.82597)  0.06
H (-2.45347, 5.28227, 0.94165)  0.00
C (5.39614, -1.85314, 1.49261)  -0.05
C (4.52529, -0.68606, 1.94816)  -0.24
N (5.25682, 0.09490, 2.98101)  -0.14
C (6.30578, 0.85866, 2.43699)  -0.32
C (7.49756, 1.20466, 3.27032)  -0.08
C (4.26571, 0.89825, 3.68478)  -0.25
C (3.93103, 0.00947, 4.84506)  -0.08
H (4.85728, -2.33224, 0.67517)  0.04
H (5.56767, -2.63704, 2.23030)  0.09
H (6.28686, -1.47157, 0.99347)  0.07
H (4.03571, -0.07254, 1.19185)  0.06
H (3.65415, -1.05710, 2.48811)  0.05
H (6.68370, 0.47681, 1.48859)  0.11
H (5.84831, 1.79589, 2.12010)  0.12
H (7.96132, 0.27705, 3.60583)  0.08
H (8.02917, 1.94644, 2.67428)  0.08
H (7.12327, 1.78518, 4.11352)  0.06
H (3.44380, 1.20530, 3.03802)  0.06
H (4.62079, 1.78823, 4.20436)  0.12
H (3.53200, -0.92424, 4.44874)  0.06
H (3.16671, 0.48329, 5.46102)  0.07
H (4.73768, -0.13510, 5.56375)  0.09
C (-1.35269, -3.59144, 1.80756)  -0.18
C (-2.75548, -3.69298, 1.20006)  -0.13
N (-2.77865, -5.11669, 0.66689)  -0.14
C (-2.87804, -6.10732, 1.77209)  -0.28
C (-2.51254, -7.36053, 1.28671)  -0.11
C (-3.83520, -5.21873, -0.31891)  -0.29
C (-5.23167, -4.85409, 0.08612)  -0.08
H (-1.34644, -2.81158, 2.56906)  0.07
H (-0.62373, -3.44871, 1.00984)  0.01
H (-1.02325, -4.50237, 2.30732)  0.07
H (-3.58443, -3.78388, 1.90197)  0.13
H (-2.97717, -2.94763, 0.43624)  0.13
H (-3.86137, -6.10959, 2.24234)  0.12
H (-2.22767, -5.85166, 2.60861)  0.09
H (-1.72680, -7.27502, 0.53612)  0.06
H (-3.36566, -7.74948, 0.73083)  0.08
H (-2.22863, -8.14921, 1.98348)  0.10
H (-3.49209, -4.65211, -1.18455)  0.09
H (-3.83262, -6.12791, -0.92015)  0.12
H (-5.30436, -3.88247, 0.57475)  0.07
H (-5.96234, -4.99535, -0.71030)  0.08
H (-5.49275, -5.54398, 0.88861)  0.07
O (2.96575, -0.41463, -2.15562)  0.06
C (2.05855, -1.06608, -1.75919)  -0.63
N (1.79950, -1.00252, -0.48249)  -0.01
C (1.18890, -2.05111, -2.63089)  0.04
H (0.86976, -1.21853, -0.15234)  0.05
H (2.39889, -0.39095, 0.05307)  0.10
H (0.99750, -2.95139, -2.04696)  0.05
H (1.64293, -2.42767, -3.54749)  0.10
H (0.18881, -1.71215, -2.90116)  0.04
C (-2.66553, -0.02783, 4.38454)  -0.01
C (-1.62916, 0.83499, 4.34751)  -0.11
C (-0.30252, 0.42423, 4.16934)  -0.04
C (-0.12644, -0.93306, 3.87886)  -0.05
C (-1.17636, -1.88328, 4.05854)  -0.11
C (-2.40445, -1.38373, 4.37815)  0.01
C (-1.02033, -3.39051, 3.97990)  -0.32
O (-1.96963, -4.13226, 4.27430)  0.07
C (0.41084, -3.82016, 3.52906)  -0.10
C (0.63425, -5.19153, 3.44541)  0.00
C (1.96359, -5.59480, 3.20023)  -0.04
C (3.00295, -4.71579, 2.79526)  -0.05
C (2.73859, -3.37130, 2.79703)  -0.05
C (1.43002, -2.93457, 3.16392)  -0.04
C (1.22468, -1.43383, 3.31623)  -0.23
O (2.11084, -0.70487, 3.06160)  0.01
H (-3.66003, 0.37446, 4.50916)  0.12
H (-1.81653, 1.87184, 4.58466)  0.12
H (0.41655, 1.22994, 4.18317)  0.05
H (-3.21650, -2.09574, 4.38477)  0.13
H (-0.19847, -5.82216, 3.71982)  0.13
H (2.30516, -6.61545, 3.11076)  0.10
H (3.95653, -5.13830, 2.51494)  0.12
H (3.54629, -2.68151, 2.60152)  0.07

---

[2]
This record from the OMol25 dataset describes a molecular structure, C6H7LiNaO6. The level of theory is ωB97M-V/def2-TZVPD.

Results
- E_LUMO (alpha / beta) (eV) = -0.70 / -0.97
- 2S+1 = 2
- net charge = 0
- DFT total energy (hartree) = -854.04408
- HOMO-LUMO gap (alpha / beta) (eV) = 6.842 / 6.565
- ΔE to the lowest compared entry with this formula, charge and spin (kcal per mole) = 119.2
- <S²> = 0.753

Each line ends with the Löwdin spin population.
Geometry (Å):
Li (-0.10410, 0.69887, -1.07056)  0.01
O (-0.76895, -1.17124, -0.89047)  0.25
O (-2.87120, -0.61333, -0.24819)  0.12
C (-2.53278, 0.27634, 0.87505)  0.04
C (-2.30862, 1.72956, 0.48800)  0.01
O (-1.16367, 1.86423, -0.22763)  0.00
C (-1.96657, -1.26522, -0.89747)  0.55
H (-3.38615, 0.17612, 1.55383)  0.00
H (-1.62022, -0.11035, 1.34957)  0.00
H (-2.32367, 2.33883, 1.41852)  0.00
H (-3.19737, 2.11333, -0.05501)  0.00
Na (0.73581, 2.75953, 0.20180)  0.00
O (1.72256, 1.38451, -1.21596)  0.00
O (2.24376, -0.16409, -0.09558)  0.00
C (2.58836, -1.40809, 0.30284)  0.00
C (1.72534, -2.44539, 0.03191)  0.00
O (3.88329, 0.54967, -1.41824)  0.00
C (2.73878, 0.71738, -1.06494)  0.00
H (3.60220, -1.46285, 0.69857)  0.00
H (2.16399, -3.35488, -0.38493)  0.00
H (0.83921, -2.61293, 0.64890)  0.00